Entry 1:
ORCA calculation (the ωB97M-V functional and the def2-TZVPD basis) on a molecular structure, C48H53As2CsN6O6 at a distorted geometry.

- Highest occupied orbital energy: -8.31 eV
- Total energy: -194089.65448 eV

Geometry as ORCA input:
```
! RIJCOSX wB97M-V def2-TZVPD def2/J DEFGRID3
* xyz 0 1
Cs -0.767 0.559 0.069
N -3.796 -2.452 -0.543
C 1.127 -4.108 6.602
H -3.741 -4.279 2.553
N 4.477 0.264 -1.818
C -1.616 3.066 -3.608
O -4.696 1.231 -1.769
H 0.520 -2.692 1.322
C -2.718 -0.622 3.208
C -4.055 3.519 -4.110
H 5.591 2.008 -1.345
H 2.626 2.002 0.585
C 3.179 0.612 -1.592
C 4.436 -1.772 4.402
O 2.371 -0.165 -1.098
H -4.049 4.502 -4.584
H -6.046 0.462 0.691
H 1.336 -4.806 7.404
C -4.574 5.090 3.070
C 1.831 3.420 3.555
C -1.524 2.927 2.655
H 3.080 0.451 4.566
C -3.455 -3.249 2.730
C 5.529 1.218 -2.099
C -3.033 3.644 -1.800
C 2.524 -2.013 1.805
H -3.868 4.913 0.444
C 6.188 -0.489 3.384
H -4.830 -0.207 3.316
H 0.724 -2.461 7.922
H -0.806 2.370 3.251
O -5.848 -3.268 -0.988
H 1.468 -5.549 5.044
C 5.261 -2.031 5.492
H 3.432 -2.173 4.415
C 2.499 2.087 1.657
H -7.757 0.037 0.760
C -2.169 3.586 0.555
C -0.591 2.932 -2.685
H -3.887 -2.579 -3.504
H 0.402 2.662 -3.028
As 3.840 -0.518 1.752
C 0.785 -2.793 6.892
C 0.933 -3.630 4.249
H -6.324 -1.972 -3.322
C -4.265 -1.621 -3.872
C 2.235 2.399 4.406
C -2.562 3.608 3.256
H -5.316 4.364 3.416
N -0.745 3.101 -1.369
C 1.956 3.256 2.183
H -5.925 -0.272 -3.583
H 1.637 4.042 1.508
H -5.271 2.582 -2.920
H -6.536 -1.217 0.965
H 2.143 2.513 5.480
C -4.439 -2.277 2.916
H 1.419 4.338 3.959
O -5.305 3.376 -3.483
C 0.526 -1.898 5.859
H -4.432 -1.729 -4.945
C 6.551 -1.517 5.533
As 0.137 -0.977 3.176
C 2.911 1.052 2.506
C -1.965 3.462 -0.936
H -2.683 3.579 4.334
C -2.877 3.422 -3.159
N -1.323 2.909 1.333
H 4.886 -2.632 6.313
H 0.273 -0.872 6.093
H 6.480 0.692 -2.116
H 2.881 -2.672 1.015
H -1.366 -3.668 2.612
H 8.018 -0.338 4.499
H 5.404 1.677 -3.083
H -7.518 -1.310 -1.346
C -4.386 0.097 -1.401
H 3.461 2.554 -2.345
C 7.013 -0.742 4.476
C -6.779 -0.303 0.415
H -5.928 6.368 2.487
H -5.487 -2.553 2.877
H 4.718 -0.601 -1.363
H 0.857 -1.088 0.746
O -5.136 5.972 2.112
H -3.915 2.783 -4.907
N 2.830 1.896 -1.928
H -4.015 3.886 -1.420
C -1.734 -1.580 2.997
C 1.201 -4.525 5.278
C -3.428 4.340 2.451
H -1.429 2.871 -4.658
H 2.682 -2.538 2.737
H -2.427 0.399 3.423
C -4.071 -0.964 3.156
C 2.765 1.229 3.883
C -2.116 -2.901 2.764
C -3.219 4.333 1.083
H 1.891 2.184 -1.716
H -3.477 -0.876 -3.733
H 7.192 -1.722 6.382
C -2.866 -1.413 -0.440
C -5.431 -1.000 -1.646
H -4.211 5.634 3.946
C 0.592 -2.309 4.529
C -5.555 -1.213 -3.170
C 1.026 -1.762 1.581
C -5.070 -2.337 -1.026
C 4.889 -0.996 3.333
C -6.785 -0.544 -1.090
H -3.525 -3.336 -0.138
O -1.757 -1.701 0.030
H 6.562 0.111 2.564
N -3.177 -0.157 -0.845
H -7.052 0.373 -1.614
H 0.993 -3.976 3.224
*
```

Mulliken population analysis, charges in e, atoms 1 to 99: 2.2284 0.4822 -0.5641 0.4087 -0.1581 -1.1702 -0.6997 0.5541 -0.3435 -1.0145 0.3191 0.1912 0.4743 0.2343 -0.4499 0.3921 0.1890 0.3980 -0.6391 -0.5590 -0.7434 0.2982 -1.0323 -1.0773 -0.4246 -1.2543 0.6676 -0.5880 0.4460 0.4218 0.4595 -0.7084 0.4187 -0.7359 0.2328 -0.0807 0.5399 0.2165 -0.2142 0.2851 0.3460 0.3611 -0.7659 0.3559 0.5144 -1.1428 -0.7085 -1.0336 0.3106 -0.2506 -0.4730 0.3534 0.3833 0.5084 0.1488 0.4310 -0.4407 0.4115 -0.5610 -0.7263 0.4860 -0.4677 0.2403 0.0239 0.7371 0.4959 0.4861 -0.0648 0.4415 0.3852 0.3611 0.5915 0.2185 0.3768 0.3212 0.4782 -1.1098 0.1503 -0.6622 -1.0090 0.3066 0.3895 0.3558 -0.0923 -0.5072 0.3536 -0.2323 0.4481 0.6153 -0.8799 0.3648 0.4600 0.3082 0.2363 -0.4095 0.3239 -0.2854 -0.7087 -0.0311

***

Entry 2:
ORCA calculation (the ωB97M-V functional and the def2-TZVPD basis) on 2 unconnected molecules or ions with the total composition C3H10NOS at a distorted geometry.

- Highest occupied orbital energy (alpha / beta): 3.34 / 0.11 eV
- <S²>: 0.751
- Total energy: -17643.17196 eV

Geometry as ORCA input:
```
! RIJCOSX wB97M-V def2-TZVPD def2/J DEFGRID3
* xyz -2 2
C -1.412 0.922 0.825
H 0.947 1.170 -0.163
S 0.891 -1.202 -0.458
C 0.397 0.511 -0.847
O 2.069 0.083 2.491
H -1.934 -1.025 -0.935
H 0.700 0.743 -1.872
H -1.159 1.903 1.242
N -2.018 -0.083 -1.293
H -1.859 -0.085 -2.291
C -1.120 0.848 -0.649
H 1.170 -0.083 2.204
H 2.462 -0.189 1.653
H -2.414 0.684 1.200
H -0.820 0.189 1.382
H -1.193 1.833 -1.125
*
```

List of Mulliken charges in e, atom by atom: -1.4113 0.2864 -1.0615 -1.5661 -0.6709 0.3441 0.3657 0.3073 -0.8941 0.2455 0.6027 0.2922 0.3231 0.4538 0.1599 0.2232

***

Entry 3:
ORCA calculation (the ωB97M-V functional and the def2-TZVPD basis) on C17H18FN3S in the gas phase.

- Highest occupied orbital energy: -7.60 eV
- Total energy: -35943.39270 eV

Geometry as ORCA input:
```
! RIJCOSX wB97M-V def2-TZVPD def2/J DEFGRID3
* xyz 0 1
C -0.179 1.349 0.521
C -3.318 -1.503 -0.072
H -1.318 -2.675 2.389
C 0.900 2.203 0.342
H 4.271 2.190 0.286
C 0.078 -4.211 1.751
C 2.371 0.340 0.236
H 0.757 -3.833 2.513
F -5.444 -2.089 -0.815
C -2.384 -0.537 0.299
N 3.119 4.133 -2.011
H -4.313 2.201 -0.186
C 2.192 1.716 0.197
H 3.195 1.217 -2.626
C 1.295 -0.519 0.391
N -1.090 -0.934 0.744
H 4.346 2.369 -3.344
H 0.659 -4.329 0.834
H -1.966 -3.816 1.233
C -4.972 0.196 -0.529
H 3.365 -0.080 0.141
H -3.103 -2.557 -0.046
C 3.343 2.664 -0.039
H -1.048 -2.526 -0.470
H 4.807 1.394 -1.934
C 0.001 -0.032 0.526
H 1.477 -1.582 0.414
C 3.990 1.935 -2.414
H 2.767 4.763 -1.289
H 3.207 3.579 0.539
H -5.969 0.450 -0.859
S -1.734 2.093 0.843
C -4.044 1.153 -0.158
H 0.727 3.273 0.322
N -0.740 -2.264 0.458
C -4.577 -1.118 -0.469
C -1.071 -3.238 1.489
C -2.777 0.804 0.269
C 3.465 3.019 -1.511
H -0.285 -5.197 2.033
*
```

List of Mulliken charges in e, atom by atom: 0.4300 -0.3183 0.4171 -0.7159 0.4021 -1.2405 -0.9658 0.2713 -0.3306 0.3983 -0.7304 0.3738 0.6404 0.2592 -0.1584 -0.0098 0.4040 0.3113 0.3050 -0.8202 0.3442 0.3586 -1.6467 0.2670 0.3157 0.4036 0.4207 -1.2295 0.2481 0.5185 0.4500 -0.3435 -0.3977 0.3684 -0.0701 0.0485 -0.3577 0.1406 0.8535 0.3853